DFT (the ωB97M-V functional and the def2-TZVPD basis) results for a 9-piece molecular cluster, C74H164N7O9P2 overall in a non-equilibrium geometry.

Each atom is followed by the atoms it is bonded to, with distances in Å.
CARTESIAN COORDINATES (ANGSTROEM)
1 C 0.22 -3.04 -9.61  C2 1.563, H18 1.090, H19 1.090, H20 1.090
2 C -0.30 -3.72 -8.30  C1 1.563, C3 1.569, H21 1.090, H22 1.090
3 C 0.15 -3.10 -6.92  C2 1.569, C4 1.505, H23 1.090, H24 1.090
4 C -0.94 -2.25 -6.31  C3 1.505, P5 1.847, H25 1.090, H26 1.090
5 P -0.63 -1.76 -4.56  C4 1.847, C6 1.840, C10 1.780, C14 1.813
6 C -0.58 -3.25 -3.47  P5 1.840, C7 1.594, H27 1.090, H28 1.090
7 C -1.73 -4.34 -3.59  C6 1.594, C8 1.597, H29 1.090, H30 1.090
8 C -1.57 -5.47 -2.47  C7 1.597, C9 1.551, H31 1.090, H32 1.090
9 C -2.84 -6.36 -2.38  C8 1.551, H33 1.090, H34 1.090, H35 1.090
10 C -1.99 -0.73 -4.06  P5 1.780, C11 1.576, H36 1.090, H37 1.090
11 C -3.48 -1.23 -4.08  C10 1.576, C12 1.534, H38 1.090, H39 1.090
12 C -4.58 -0.22 -3.76  C11 1.534, C13 1.550, H40 1.090, H41 1.090
13 C -5.84 -0.92 -3.19  C12 1.550, H42 1.090, H43 1.090, H44 1.090
14 C 0.92 -0.83 -4.43  P5 1.813, C15 1.510, H45 1.090, H46 1.090
15 C 2.16 -1.68 -4.23  C14 1.510, C16 1.545, H47 1.090, H48 1.090
16 C 3.49 -0.96 -4.53  C15 1.545, C17 1.534, H49 1.090, H50 1.090
17 C 4.78 -1.78 -4.40  C16 1.534, H51 1.090, H52 1.090, H53 1.090
18 H 1.31 -3.05 -9.58  C1 1.090
19 H -0.13 -2.01 -9.69  C1 1.090
20 H -0.05 -3.64 -10.48  C1 1.090
21 H -0.17 -4.80 -8.24  C2 1.090
22 H -1.38 -3.84 -8.35  C2 1.090
23 H 1.11 -2.60 -7.01  C3 1.090
24 H 0.32 -3.96 -6.28  C3 1.090
25 H -1.84 -2.86 -6.27  C4 1.090
26 H -1.06 -1.33 -6.88  C4 1.090
27 H -0.51 -2.86 -2.46  C6 1.090
28 H 0.39 -3.68 -3.69  C6 1.090
29 H -1.64 -4.84 -4.56  C7 1.090
30 H -2.71 -3.86 -3.51  C7 1.090
31 H -1.47 -5.07 -1.47  C8 1.090
32 H -0.66 -6.05 -2.59  C8 1.090
33 H -3.63 -5.73 -1.99  C9 1.090
34 H -2.73 -7.22 -1.72  C9 1.090
35 H -3.12 -6.66 -3.39  C9 1.090
36 H -1.87 0.21 -4.60  C10 1.090
37 H -1.70 -0.57 -3.02  C10 1.090
38 H -3.54 -2.08 -3.40  C11 1.090
39 H -3.52 -1.73 -5.04  C11 1.090
40 H -4.92 0.34 -4.64  C12 1.090
41 H -4.15 0.44 -3.01  C12 1.090
42 H -6.31 -1.61 -3.89  C13 1.090
43 H -6.59 -0.23 -2.82  C13 1.090
44 H -5.67 -1.52 -2.29  C13 1.090
45 H 0.76 -0.05 -3.69  C14 1.090
46 H 0.88 -0.33 -5.40  C14 1.090
47 H 2.06 -2.61 -4.81  C15 1.090
48 H 2.25 -2.23 -3.30  C15 1.090
49 H 3.53 -0.10 -3.86  C16 1.090
50 H 3.46 -0.71 -5.59  C16 1.090
51 H 4.84 -2.61 -5.10  C17 1.090
52 H 4.87 -2.15 -3.38  C17 1.090
53 H 5.68 -1.21 -4.64  C17 1.090
54 C 3.41 1.33 -0.68  C55 1.502, H71 1.090, H72 1.090, H73 1.090
55 C 3.02 1.92 -2.01  C54 1.502, C56 1.540, H74 1.090, H75 1.090
56 C 2.26 3.25 -1.86  C55 1.540, C57 1.571, H76 1.090, H77 1.090
57 C 1.14 3.44 -2.94  C56 1.571, P58 1.775, H78 1.090, H79 1.090
58 P 0.13 4.90 -2.88  C57 1.775, C59 1.810, C63 1.921, C67 1.770
59 C 1.12 6.17 -3.70  P58 1.810, C60 1.553, H80 1.090, H81 1.090
60 C 0.91 6.32 -5.23  C59 1.553, C61 1.532, H82 1.090, H83 1.090
61 C 1.99 5.60 -6.04  C60 1.532, C62 1.578, H84 1.090, H85 1.090
62 C 1.90 5.79 -7.61  C61 1.578, H86 1.090, H87 1.090, H88 1.090
63 C -1.47 4.44 -3.84  P58 1.921, C64 1.560, H89 1.090, H90 1.090
64 C -2.42 3.54 -2.99  C63 1.560, C65 1.502, H91 1.090, H92 1.090
65 C -3.82 3.69 -3.52  C64 1.502, C66 1.489, H93 1.090, H94 1.090
66 C -4.47 4.95 -3.07  C65 1.489, H95 1.090, H96 1.090, H97 1.090
67 C -0.14 5.40 -1.21  P58 1.770, C68 1.540, H98 1.090, H99 1.090
68 C -1.25 6.45 -1.01  C67 1.540, C69 1.534, H100 1.090, H101 1.090
69 C -0.78 7.91 -0.91  C68 1.534, C70 1.519, H102 1.090, H103 1.090
70 C 0.27 8.17 0.16  C69 1.519, H104 1.090, H105 1.090, H106 1.090
71 H 3.95 0.39 -0.83  C54 1.090
72 H 2.48 1.08 -0.17  C54 1.090
73 H 4.04 1.98 -0.07  C54 1.090
74 H 2.34 1.18 -2.42  C55 1.090
75 H 4.01 1.94 -2.47  C55 1.090
76 H 2.90 4.14 -1.90  C56 1.090
77 H 1.67 3.30 -0.95  C56 1.090
78 H 0.46 2.59 -2.98  C57 1.090
79 H 1.59 3.49 -3.93  C57 1.090
80 H 2.18 6.22 -3.44  C59 1.090
81 H 0.74 7.07 -3.23  C59 1.090
82 H 1.01 7.38 -5.48  C60 1.090
83 H -0.04 5.97 -5.64  C60 1.090
84 H 1.79 4.55 -5.85  C61 1.090
85 H 3.01 5.75 -5.70  C61 1.090
86 H 2.47 6.65 -7.96  C62 1.090
87 H 0.90 6.02 -7.96  C62 1.090
88 H 2.17 4.91 -8.19  C62 1.090
89 H -1.16 4.08 -4.82  C63 1.090
90 H -1.89 5.44 -3.97  C63 1.090
91 H -2.48 3.71 -1.92  C64 1.090
92 H -2.12 2.50 -3.09  C64 1.090
93 H -4.37 2.79 -3.25  C65 1.090
94 H -3.77 3.55 -4.60  C65 1.090
95 H -3.91 5.85 -3.33  C66 1.090
96 H -4.75 5.03 -2.01  C66 1.090
97 H -5.41 5.09 -3.60  C66 1.090
98 H 0.86 5.61 -0.83  C67 1.090
99 H -0.44 4.51 -0.65  C67 1.090
100 H -1.93 6.16 -0.20  C68 1.090
101 H -1.91 6.42 -1.88  C68 1.090
102 H -1.69 8.46 -0.67  C69 1.090
103 H -0.50 8.27 -1.90  C69 1.090
104 H -0.08 7.77 1.11  C70 1.090
105 H 0.41 9.23 0.37  C70 1.090
106 H 1.20 7.65 -0.06  C70 1.090
107 C -5.78 -4.20 4.92  C108 1.515, H117 1.090, H118 1.090, H119 1.090
108 C -4.71 -3.86 3.91  C107 1.515, C109 1.595, H120 1.090, H121 1.090
109 C -3.29 -3.45 4.49  C108 1.595, C110 1.544, H122 1.090, H123 1.090
110 C -2.24 -3.08 3.42  C109 1.544, N111 1.543, H124 1.090, H125 1.090
111 N -0.79 -2.81 3.89  C110 1.543, C112 1.523, C115 1.568, C116 1.568
112 C -0.06 -4.05 4.39  N111 1.523, C113 1.542, H126 1.090, H127 1.090
113 C 1.18 -3.53 5.14  C112 1.542, C114 1.521, H128 1.090, H129 1.090
114 C 0.74 -2.21 5.77  C113 1.521, C115 1.523, H130 1.090, H131 1.090
115 C -0.60 -1.87 5.13  N111 1.568, C114 1.523, H132 1.090, H133 1.090
116 C -0.04 -2.15 2.68  N111 1.568, H134 1.090, H135 1.090, H136 1.090
117 H -6.80 -4.37 4.59  C107 1.090
118 H -5.87 -3.40 5.66  C107 1.090
119 H -5.49 -5.12 5.43  C107 1.090
120 H -5.03 -3.00 3.32  C108 1.090
121 H -4.58 -4.64 3.16  C108 1.090
122 H -2.93 -4.29 5.10  C109 1.090
123 H -3.39 -2.64 5.21  C109 1.090
124 H -2.53 -2.27 2.76  C110 1.090
125 H -2.12 -3.95 2.77  C110 1.090
126 H 0.04 -4.85 3.67  C112 1.090
127 H -0.76 -4.32 5.19  C112 1.090
128 H 1.99 -3.32 4.45  C113 1.090
129 H 1.60 -4.29 5.80  C113 1.090
130 H 1.51 -1.45 5.62  C114 1.090
131 H 0.62 -2.24 6.85  C114 1.090
132 H -0.61 -0.83 4.83  C115 1.090
133 H -1.39 -2.11 5.85  C115 1.090
134 H -0.59 -1.26 2.35  C116 1.090
135 H -0.03 -2.93 1.92  C116 1.090
136 H 0.91 -1.77 3.05  C116 1.090
137 C 3.11 1.33 8.05  C138 1.545, H149 1.090, H150 1.090, H151 1.090
138 C 2.26 2.62 8.12  C137 1.545, C139 1.545, H152 1.090, H153 1.090
139 C 2.55 3.46 6.86  C138 1.545, C140 1.560, H154 1.090, H155 1.090
140 C 2.23 2.56 5.62  C139 1.560, N141 1.541, H156 1.090, H157 1.090
141 N 2.40 3.33 4.30  C140 1.541, C142 1.555, C145 1.515, C146 1.561
142 C 1.89 2.44 3.13  N141 1.555, C143 1.539, H158 1.090, H159 1.090
143 C 1.38 3.39 2.02  C142 1.539, C144 1.504, H160 1.090, H161 1.090
144 C 1.24 4.72 2.70  C143 1.504, C145 1.481, H162 1.090, H163 1.090
145 C 1.45 4.50 4.15  N141 1.515, C144 1.481, H164 1.090, H165 1.090
146 C 3.91 3.70 4.12  N141 1.561, C147 1.522, H166 1.090, H167 1.090
147 C 5.00 2.64 4.22  C146 1.522, C148 1.483, H168 1.090, H169 1.090
148 C 6.36 3.22 4.11  C147 1.483, H170 1.090, H171 1.090, H172 1.090
149 H 2.40 0.67 7.55  C137 1.090
150 H 3.46 0.90 8.99  C137 1.090
151 H 3.94 1.53 7.38  C137 1.090
152 H 2.55 3.23 8.97  C138 1.090
153 H 1.25 2.20 8.13  C138 1.090
154 H 3.61 3.73 6.79  C139 1.090
155 H 1.86 4.31 6.85  C139 1.090
156 H 1.20 2.22 5.68  C140 1.090
157 H 2.80 1.63 5.53  C140 1.090
158 H 2.72 1.79 2.86  C142 1.090
159 H 1.01 1.87 3.40  C142 1.090
160 H 2.22 3.37 1.32  C143 1.090
161 H 0.48 2.98 1.56  C143 1.090
162 H 2.00 5.47 2.46  C144 1.090
163 H 0.27 5.17 2.49  C144 1.090
164 H 1.66 5.40 4.72  C145 1.090
165 H 0.48 4.25 4.59  C145 1.090
166 H 4.15 4.59 4.69  C146 1.090
167 H 3.90 4.12 3.11  C146 1.090
168 H 4.92 2.00 3.34  C147 1.090
169 H 4.85 2.01 5.09  C147 1.090
170 H 7.05 2.38 4.08  C148 1.090
171 H 6.62 3.69 5.06  C148 1.090
172 H 6.42 3.89 3.25  C148 1.090
173 C 3.20 -6.34 4.60  C174 1.574, H185 1.090, H186 1.090, H187 1.090
174 C 3.87 -7.10 3.40  C173 1.574, C175 1.519, H188 1.090, H189 1.090
175 C 4.43 -6.31 2.23  C174 1.519, C176 1.511, H190 1.090, H191 1.090
176 C 3.37 -5.43 1.62  C175 1.511, N177 1.595, H192 1.090, H193 1.090
177 N 3.71 -4.82 0.18  C176 1.595, C178 1.570, C181 1.520, C182 1.574
178 C 4.95 -3.85 0.32  N177 1.570, C179 1.527, H194 1.090, H195 1.090
179 C 4.42 -2.56 0.94  C178 1.527, C180 1.536, H196 1.090, H197 1.090
180 C 2.93 -2.45 0.58  C179 1.536, C181 1.550, H198 1.090, H199 1.090
181 C 2.67 -3.77 -0.18  N177 1.520, C180 1.550, H200 1.090, H201 1.090
182 C 3.98 -5.86 -0.97  N177 1.574, C183 1.568, H202 1.090, H203 1.090
183 C 2.66 -6.68 -1.19  C182 1.568, C184 1.503, H204 1.090, H205 1.090
184 C 2.88 -7.69 -2.29  C183 1.503, H206 1.090, H207 1.090, H208 1.090
185 H 2.24 -6.67 5.00  C173 1.090
186 H 3.22 -5.27 4.39  C173 1.090
187 H 3.87 -6.48 5.45  C173 1.090
188 H 3.12 -7.80 3.04  C174 1.090
189 H 4.66 -7.70 3.86  C174 1.090
190 H 5.01 -6.90 1.52  C175 1.090
191 H 5.24 -5.73 2.68  C175 1.090
192 H 3.27 -4.55 2.25  C176 1.090
193 H 2.41 -5.94 1.54  C176 1.090
194 H 5.22 -3.62 -0.71  C178 1.090
195 H 5.85 -4.28 0.77  C178 1.090
196 H 5.10 -1.77 0.61  C179 1.090
197 H 4.58 -2.56 2.02  C179 1.090
198 H 2.82 -1.56 -0.05  C180 1.090
199 H 2.30 -2.31 1.46  C180 1.090
200 H 2.70 -3.68 -1.26  C181 1.090
201 H 1.68 -4.19 -0.01  C181 1.090
202 H 4.84 -6.47 -0.72  C182 1.090
203 H 4.20 -5.23 -1.83  C182 1.090
204 H 1.86 -6.03 -1.54  C183 1.090
205 H 2.25 -7.12 -0.28  C183 1.090
206 H 2.02 -8.36 -2.39  C184 1.090
207 H 3.64 -8.44 -2.09  C184 1.090
208 H 3.33 -7.34 -3.22  C184 1.090
209 C -3.83 -3.11 -0.17  C210 1.488, H221 1.090, H222 1.090, H223 1.090
210 C -3.39 -1.69 -0.24  C209 1.488, C211 1.559, H224 1.090, H225 1.090
211 C -4.12 -0.58 0.57  C210 1.559, C212 1.526, H226 1.090, H227 1.090
212 C -3.40 0.77 0.65  C211 1.526, N213 1.523, H228 1.090, H229 1.090
213 N -4.15 1.91 1.32  C212 1.523, C214 1.566, C217 1.551, C218 1.533
214 C -4.42 1.54 2.81  N213 1.566, C215 1.594, H230 1.090, H231 1.090
215 C -4.44 2.95 3.55  C214 1.594, C216 1.517, H232 1.090, H233 1.090
216 C -3.26 3.57 2.83  C215 1.517, C217 1.490, H234 1.090, H235 1.090
217 C -3.24 3.16 1.39  N213 1.551, C216 1.490, H236 1.090, H237 1.090
218 C -5.50 2.26 0.67  N213 1.533, C219 1.555, H238 1.090, H239 1.090
219 C -5.53 2.17 -0.88  C218 1.555, C220 1.554, H240 1.090, H241 1.090
220 C -6.92 2.52 -1.48  C219 1.554, H242 1.090, H243 1.090, H244 1.090
221 H -4.05 -3.45 0.85  C209 1.090
222 H -3.01 -3.71 -0.56  C209 1.090
223 H -4.62 -3.25 -0.91  C209 1.090
224 H -3.45 -1.31 -1.26  C210 1.090
225 H -2.36 -1.69 0.12  C210 1.090
226 H -4.29 -0.94 1.59  C211 1.090
227 H -5.12 -0.43 0.17  C211 1.090
228 H -3.18 1.23 -0.31  C212 1.090
229 H -2.38 0.71 1.04  C212 1.090
230 H -5.33 0.99 3.06  C214 1.090
231 H -3.53 1.01 3.13  C214 1.090
232 H -5.37 3.48 3.35  C215 1.090
233 H -4.24 2.79 4.61  C215 1.090
234 H -3.13 4.61 3.11  C216 1.090
235 H -2.39 3.25 3.39  C216 1.090
236 H -3.61 3.99 0.79  C217 1.090
237 H -2.27 2.93 0.95  C217 1.090
238 H -5.89 3.18 1.11  C218 1.090
239 H -6.26 1.58 1.05  C218 1.090
240 H -5.37 1.18 -1.29  C219 1.090
241 H -4.75 2.80 -1.30  C219 1.090
242 H -7.67 1.99 -0.89  C220 1.090
243 H -7.04 2.37 -2.55  C220 1.090
244 H -7.21 3.57 -1.43  C220 1.090
245 N 4.33 -0.78 4.40  O246 1.241, O247 1.197, O248 1.209
246 O 3.58 -0.56 3.44  N245 1.241
247 O 5.46 -1.18 4.35  N245 1.197
248 O 3.82 -0.68 5.49  N245 1.209
249 N -1.48 2.11 5.98  O250 1.249, O251 1.242, O252 1.205
250 O -1.59 3.34 5.81  N249 1.249
251 O -1.62 1.33 5.02  N249 1.242
252 O -1.24 1.66 7.07  N249 1.205
253 N -0.10 0.70 -0.51  O254 1.219, O255 1.208, O256 1.202
254 O -0.68 1.69 -0.92  N253 1.219
255 O 0.12 -0.23 -1.25  N253 1.208
256 O 0.21 0.52 0.64  N253 1.202

## Properties
E_HOMO, eV: -12.435
Net charge: +3
Electronic energy, eV: -126799.234
Gap between HOMO and LUMO, eV: 7.14